The following is a quantum chemistry calculation of C14H17FN4O2 in the gas phase in a non-equilibrium geometry, from the OMol25 dataset.

XYZ file:
```
38
Properties=species:S:1:pos:R:3:forces:R:3
C 2.736783 4.368778 -4.740260 0.02 0.00 0.00
O 1.500245 3.779601 -5.067286 -0.05 -0.07 -0.14
C 0.838326 3.172850 -3.986908 -0.04 -0.23 0.13
C 1.500973 1.864347 -3.514068 0.19 0.38 -0.18
N 0.680226 1.179221 -2.552242 -0.20 0.04 -0.19
C 0.929417 1.215411 -1.224156 -0.02 -0.06 -0.27
O 1.900458 1.749674 -0.722073 0.10 0.07 0.22
C -0.101629 0.510951 -0.439886 -0.17 -0.22 1.04
C -0.162651 0.273865 0.921510 0.12 0.20 -0.68
N -1.319031 -0.394865 1.090387 0.59 0.60 -0.39
C -1.929024 -0.939667 2.284720 -0.13 -0.25 0.51
C -1.884272 0.057492 3.440506 -0.07 0.02 -0.19
C -1.308676 -2.281229 2.620168 0.03 0.06 0.01
C -2.042174 -3.446555 2.426913 0.12 0.02 0.07
C -1.506545 -4.691042 2.705494 -0.07 -0.12 -0.01
C -0.211538 -4.799718 3.182670 -0.06 0.04 -0.03
C 0.544053 -3.658787 3.379057 0.04 0.24 -0.01
C -0.010195 -2.424052 3.095962 -0.14 -0.36 0.03
F 0.761336 -1.333583 3.299464 -0.02 0.06 -0.04
N -1.926560 -0.556604 -0.083053 -1.07 -0.62 0.11
N -1.215694 -0.024211 -0.997311 0.37 0.25 -0.47
H 2.636338 5.048811 -3.886351 0.02 0.00 -0.01
H 3.500229 3.619146 -4.508291 0.01 0.04 0.01
H 3.045819 4.932892 -5.618397 0.08 0.01 0.07
H -0.169478 2.955174 -4.353552 0.05 0.01 0.13
H 0.764613 3.867178 -3.136389 -0.04 -0.07 -0.05
H 2.449967 2.078553 -3.016235 -0.06 -0.08 -0.16
H 1.678847 1.219487 -4.379983 0.04 0.07 0.07
H -0.189717 0.760729 -2.847824 0.04 -0.03 0.07
H 0.513622 0.528994 1.706884 0.12 0.03 0.22
H -2.972970 -1.117849 2.000408 0.26 0.03 0.03
H -2.412810 -0.359450 4.294144 -0.02 -0.03 0.05
H -2.371113 0.984782 3.146836 -0.05 0.07 0.00
H -0.865297 0.280525 3.740661 0.04 0.00 0.04
H -3.050121 -3.370248 2.047665 -0.11 0.03 -0.06
H -2.101195 -5.576995 2.545961 -0.05 -0.08 -0.02
H 0.212153 -5.767879 3.399386 0.04 -0.08 0.02
H 1.557285 -3.705728 3.745469 0.11 0.02 0.04
```
Forces are in eV/Å.

Output
2S+1: 1
Kohn-Sham gap: 10.02 eV
largest force on an atom: 1.243 eV/Å
net charge: 0
SMILES: COCCNC(=O)c1cn([C@H](C)c2ccccc2F)nn1
ΔE to the lowest compared entry with this formula, charge and spin: 0.5 kcal per mole

The following is a quantum chemistry calculation of C4H5FS in the gas phase in a non-equilibrium geometry, from the OMol25 dataset.

XYZ file:
```
11
Properties=species:S:1:pos:R:3:forces:R:3
C -2.063989 0.523288 -0.199527 0.93 0.37 0.07
C -0.964543 -0.226145 -0.043061 -1.52 0.60 1.04
F -1.097598 -1.545969 0.195246 0.42 0.36 -0.41
C 0.380603 0.369633 0.073892 0.07 -0.73 -1.13
C 0.490353 1.853266 0.166842 -1.49 1.17 -1.98
S 1.645449 -0.611307 -0.103549 0.53 -0.08 0.25
H -3.087842 0.175311 -0.214416 0.20 -0.18 -0.06
H -1.846937 1.591099 -0.268965 -0.61 -0.44 -0.12
H 1.477000 2.233146 -0.014226 0.66 -0.24 0.47
H -0.104642 2.390079 -0.691305 0.78 -1.15 1.55
H 0.059068 2.184734 1.099596 0.04 0.33 0.32
```
Forces are in eV/Å.

Output
2S+1: 1
Kohn-Sham gap: 8.07 eV
largest force on an atom: 2.745 eV/Å
net charge: 0
SMILES: C=C(F)C(C)=S
ΔE to the lowest compared entry with this formula, charge and spin: 17.6 kcal per mole

The following is a quantum chemistry calculation of a molecular structure, C66H52BN4O4PPbS4, from the OMol25 dataset.

XYZ file:
```
133
Properties=species:S:1:pos:R:3:forces:R:3
Pb -0.013170 -0.157388 0.625830 0.16 -0.06 -0.08
C -1.712299 -1.889821 -8.607580 0.02 0.02 0.10
C -1.319538 -1.586603 -7.184500 -0.08 0.00 -0.03
C -0.347670 -2.348694 -6.534490 0.02 -0.04 -0.01
C 0.010666 -2.084033 -5.225228 0.04 -0.06 0.00
C -0.611559 -1.042635 -4.552081 -0.08 0.01 -0.03
C -1.595239 -0.283899 -5.167410 -0.01 0.05 0.02
C -1.942366 -0.558385 -6.484032 0.04 0.00 0.01
S -0.147148 -0.621365 -2.881365 0.01 0.27 -0.25
O -0.084356 -1.878255 -2.079573 0.09 0.70 -0.51
C 1.561833 -0.153450 -3.224808 0.19 -0.21 -0.05
C 2.557258 -1.102454 -2.906793 -0.21 -0.03 -0.41
C 3.871778 -0.760512 -3.011154 0.02 0.09 -0.32
C 4.249594 0.549554 -3.403769 -0.06 -0.16 0.03
C 5.607052 0.962810 -3.415398 -0.01 -0.04 0.03
C 5.948226 2.225762 -3.800100 -0.06 0.08 -0.04
C 4.947215 3.144235 -4.200314 0.09 -0.04 -0.01
C 3.633559 2.780036 -4.191800 -0.01 -0.05 -0.06
C 3.248050 1.475756 -3.782629 -0.03 0.04 -0.01
C 1.876008 1.095480 -3.697906 -0.02 0.12 -0.39
C 0.819817 2.014878 -4.240778 0.47 -0.68 -0.41
C 0.594178 2.086908 -5.657593 -0.01 -0.06 -0.08
C 1.334038 1.306312 -6.588325 -0.08 0.06 0.19
C 1.021384 1.323375 -7.916880 -0.09 0.09 -0.09
C -0.029200 2.139178 -8.400308 0.13 -0.13 0.01
C -0.738109 2.920089 -7.536127 -0.04 0.04 0.09
C -0.453994 2.905811 -6.146919 -0.01 0.02 0.13
C -1.232068 3.660791 -5.224047 0.09 -0.08 0.00
C -1.006814 3.562156 -3.884117 -0.08 0.09 -0.06
C 0.023696 2.721177 -3.411138 -0.38 0.32 0.49
S 0.184969 2.539929 -1.618522 -0.42 0.36 0.25
O -1.064395 3.167318 -1.094249 0.09 0.04 -0.06
C 1.509224 3.709695 -1.380817 0.17 -0.09 -0.13
C 1.261226 5.067120 -1.501008 -0.04 0.07 -0.05
C 2.310063 5.957468 -1.345790 0.04 0.06 0.03
C 3.601882 5.507480 -1.067080 0.01 -0.02 0.02
C 4.733059 6.481379 -0.860092 -0.06 -0.06 0.01
C 3.821321 4.137134 -0.951621 -0.01 0.02 0.03
C 2.781652 3.231632 -1.107478 -0.01 -0.05 0.20
H -0.889812 -2.346990 -9.158329 -0.01 0.02 0.02
H -2.017673 -0.981986 -9.127835 0.01 -0.01 -0.01
H -2.554855 -2.584228 -8.632069 0.01 0.00 -0.01
H 0.136762 -3.160282 -7.066399 0.00 0.03 0.00
H 0.769797 -2.677160 -4.726292 -0.04 0.03 -0.01
H -2.071701 0.530763 -4.626705 0.07 -0.07 -0.08
H -2.703962 0.038247 -6.974505 0.04 0.00 0.02
H 2.247127 -2.086778 -2.564101 0.12 0.41 -0.13
H 4.642736 -1.479517 -2.755092 -0.04 0.05 0.03
H 6.367386 0.258835 -3.094317 -0.04 0.01 -0.05
H 6.986909 2.532217 -3.798487 -0.02 0.00 0.00
H 5.229356 4.145691 -4.502248 -0.01 -0.02 0.02
H 2.867229 3.494534 -4.470454 0.03 -0.02 0.00
H 2.142227 0.680524 -6.233962 0.00 -0.03 0.06
H 1.582127 0.707066 -8.609120 -0.01 0.02 0.02
H -0.269727 2.136045 -9.456648 0.03 0.02 0.03
H -1.543465 3.551872 -7.897000 0.04 -0.03 0.04
H -2.020286 4.304388 -5.600447 0.03 -0.05 0.00
H -1.602755 4.104577 -3.161094 -0.01 -0.03 0.01
H 0.256173 5.420878 -1.704209 0.03 -0.04 0.03
H 2.122904 7.021911 -1.437249 0.02 -0.02 0.01
H 4.473848 7.475772 -1.224011 0.01 -0.03 0.00
H 5.636424 6.148153 -1.373090 -0.02 0.01 0.00
H 4.973494 6.564247 0.202493 -0.01 0.01 -0.02
H 4.818762 3.767998 -0.734560 -0.06 0.02 0.00
H 2.960760 2.165355 -0.990990 -0.04 0.14 0.02
S 2.720639 -0.405477 -0.069977 0.07 0.00 0.57
C 3.114854 -1.558817 1.166940 0.01 0.38 0.21
C 3.383171 -1.111248 2.476879 0.08 0.05 -0.01
C 3.672639 -1.987366 3.503511 0.16 0.11 0.26
C 3.924997 -1.477891 4.834307 -0.04 -0.08 -0.25
N 4.126378 -1.075499 5.891772 -0.07 -0.03 -0.03
C 3.694859 -3.371639 3.265736 0.10 -0.19 0.18
C 3.463594 -3.829258 1.974649 0.01 0.03 -0.14
C 3.181828 -2.942664 0.939354 -0.13 -0.16 0.12
S 2.857869 -3.609699 -0.683306 0.25 -0.40 0.21
C 3.887566 -4.309099 4.344112 0.00 0.19 -0.24
N 3.995708 -5.063428 5.205301 -0.01 0.02 0.00
H 3.328862 -0.048233 2.674692 0.03 -0.01 0.00
H 3.499428 -4.891502 1.771386 -0.06 0.01 0.02
C -3.792917 2.072303 0.655670 0.13 0.11 -0.06
P -2.842609 0.830322 -0.298899 -0.39 -0.03 0.06
C -3.790043 -0.687958 0.122394 -0.08 0.45 -0.23
C -3.504848 1.099932 -1.989259 0.10 0.08 0.02
H -4.822745 2.139835 0.296399 0.01 0.01 0.03
H -3.300453 3.041614 0.561802 -0.05 -0.03 0.02
H -3.805524 1.786564 1.709801 0.03 0.03 -0.03
H -4.858892 -0.549449 -0.057699 -0.05 0.01 0.02
H -3.638038 -0.946473 1.173711 -0.05 0.08 -0.11
H -3.429593 -1.523508 -0.482677 -0.17 0.57 0.02
H -4.597261 1.102690 -1.966803 0.00 0.00 -0.04
H -3.164668 0.296201 -2.646284 -0.02 0.04 0.04
H -3.142907 2.055061 -2.374020 0.00 -0.06 0.00
O 0.316123 -3.072474 0.433836 0.01 -0.33 0.14
B 1.061453 -3.620829 -0.611153 -0.50 0.09 -0.04
O 0.251683 -4.252373 -1.539957 0.01 -0.66 0.33
C -1.031940 -4.078136 -1.067843 0.21 -0.30 -0.22
C -2.207804 -4.540158 -1.604131 0.12 0.01 -0.06
C -3.375778 -4.244627 -0.896556 -0.04 0.07 0.22
C -3.340115 -3.510398 0.284731 0.11 -0.79 0.00
C -2.132694 -3.052016 0.818153 0.14 -0.33 0.19
C -0.997163 -3.363686 0.115686 0.09 -0.11 0.25
H -2.215250 -5.107526 -2.526000 -0.03 0.03 0.04
H -4.327401 -4.597013 -1.274384 0.02 0.03 0.00
H -4.264719 -3.292842 0.803930 0.04 -0.03 -0.03
H -2.092642 -2.471178 1.732706 0.05 -0.13 -0.04
C 0.403024 1.814871 1.645721 -0.05 0.09 0.10
C 0.528687 2.841479 2.280638 0.10 0.32 0.16
C 0.679876 4.060563 3.033878 -0.04 -0.15 -0.05
C 0.999082 5.259609 2.393382 0.03 0.03 -0.06
C 1.134175 6.430525 3.124833 0.00 -0.04 0.01
C 0.944084 6.423439 4.501252 0.00 -0.03 -0.02
C 0.624360 5.234274 5.144628 -0.01 -0.01 -0.04
C 0.496754 4.059040 4.419417 0.01 0.04 0.00
H 1.138147 5.259624 1.318147 0.01 0.00 0.05
H 1.390259 7.353406 2.617908 -0.02 -0.02 0.00
H 1.048217 7.339171 5.070434 -0.01 -0.02 -0.02
H 0.472241 5.222090 6.216992 0.02 -0.01 -0.02
H 0.256760 3.128168 4.917349 -0.02 -0.01 0.00
N 0.510535 -2.137691 4.878339 0.00 -0.01 0.09
C 0.592385 -2.059137 3.531288 -0.21 -0.03 -0.16
N -0.113749 -1.073780 3.039829 -0.17 0.16 0.26
C -0.716477 -0.455048 4.144018 0.12 -0.09 -0.19
C -1.587932 0.631199 4.210205 0.01 0.03 -0.09
C -2.042889 1.008581 5.457482 0.02 -0.01 0.04
C -1.634731 0.336614 6.623447 0.00 0.02 -0.05
C -0.765856 -0.734804 6.571667 0.02 -0.03 0.03
C -0.325489 -1.116448 5.307888 0.11 -0.11 0.00
H 1.005582 -2.794864 5.457680 0.00 -0.02 0.00
H 1.157723 -2.761986 2.932372 -0.09 0.08 0.09
H -1.867141 1.171973 3.313383 0.01 -0.01 0.05
H -2.720524 1.848420 5.545647 0.02 -0.01 -0.01
H -2.007353 0.670569 7.583671 0.01 -0.01 -0.03
H -0.443271 -1.248196 7.469753 -0.02 0.03 -0.06
```
Forces are in eV/Å.

Output
2S+1: 1
Kohn-Sham gap: 7.00 eV
largest force on an atom: 0.917 eV/Å
net charge: 0

The following is a quantum chemistry calculation of CH2ClFP2 in the gas phase in a non-equilibrium geometry, from the OMol25 dataset.

XYZ file:
```
7
Properties=species:S:1:pos:R:3:forces:R:3
F 2.436664 -0.321103 0.661288 -0.21 -0.09 -0.50
P 1.429440 -0.640148 -0.589574 -1.20 0.16 1.37
P 0.183588 1.142941 -0.390340 -0.18 0.45 0.43
C -0.836417 -0.027068 0.516410 2.05 -0.43 -0.99
Cl -2.152149 -0.895598 -0.124857 -0.26 -0.11 -0.08
H -0.440089 0.960090 -1.628805 -0.15 -0.02 -0.31
H -0.621034 -0.219112 1.555875 -0.05 0.04 0.09
```
Forces are in eV/Å.

Output
2S+1: 1
Kohn-Sham gap (alpha / beta): 7.42 / 7.28 eV
largest force on an atom: 2.320 eV/Å
net charge: 0
SMILES: FP=[PH]=CCl
ΔE to the lowest compared entry with this formula, charge and spin: 32.4 kcal per mole